Entry 1:
67
Properties=species:S:1:pos:R:3:nbo_charge:R:1 method="wB97M-V/def2-TZVPD" gap_ev="5.6 / 6.5" e_homo_ev="-9.961 / -10.924" e_tot_ha=-1659.82860 multiplicity=3 total_charge=+1
O 3.672 3.977 4.391 -0.871
B 3.041 5.125 4.145 1.263
O 3.557 6.286 3.695 -0.896
N 1.476 5.114 4.377 -0.781
Cl 0.969 6.576 5.148 0.253
H 4.501 4.098 4.868 0.535
H 4.020 6.789 4.374 0.533
H 1.025 5.019 3.447 0.491
H 1.191 4.319 4.951 0.462
C 2.959 1.502 0.254 -0.622
C 1.628 1.830 0.953 0.093
C 0.548 0.868 0.468 -0.414
C 0.173 1.104 -0.992 -0.399
C -0.231 2.558 -1.238 -0.420
C 0.728 3.610 -0.669 0.097
N 1.205 3.247 0.706 0.048
O 0.331 3.606 1.589 -0.470
C 1.929 3.823 -1.607 -0.619
C 0.012 4.955 -0.629 -0.603
C 1.906 1.624 2.436 -0.606
H 3.331 0.550 0.630 0.223
H 2.874 1.384 -0.821 0.216
H 3.712 2.263 0.460 0.213
H -0.348 0.972 1.089 0.217
H 0.893 -0.159 0.599 0.231
H 0.995 0.820 -1.654 0.196
H -0.658 0.449 -1.255 0.245
H -0.338 2.733 -2.309 0.226
H -1.222 2.713 -0.802 0.213
H 2.642 4.521 -1.166 0.213
H 1.586 4.250 -2.547 0.224
H 2.461 2.911 -1.863 0.213
H -0.935 4.902 -0.098 0.226
H -0.200 5.271 -1.649 0.221
H 0.629 5.721 -0.157 0.207
H 2.691 2.299 2.784 0.198
H 2.244 0.603 2.600 0.227
H 1.017 1.773 3.048 0.217
C -3.666 -4.289 -2.501 -0.622
C -2.440 -3.391 -2.258 0.099
C -1.227 -3.991 -2.962 -0.418
C -0.763 -5.294 -2.316 -0.400
C -0.502 -5.111 -0.819 -0.415
C -1.614 -4.393 -0.045 0.097
N -2.157 -3.217 -0.798 0.028
O -1.402 -2.188 -0.618 -0.411
C -2.749 -5.369 0.310 -0.619
C -1.055 -3.931 1.295 -0.601
C -2.808 -2.046 -2.868 -0.604
H -3.963 -4.211 -3.546 0.219
H -3.486 -5.344 -2.321 0.207
H -4.510 -3.973 -1.887 0.221
H -0.403 -3.270 -2.947 0.211
H -1.472 -4.160 -4.012 0.220
H -1.493 -6.089 -2.481 0.199
H 0.156 -5.630 -2.798 0.220
H -0.329 -6.083 -0.355 0.220
H 0.428 -4.546 -0.704 0.207
H -3.566 -4.839 0.801 0.219
H -2.380 -6.125 1.002 0.215
H -3.156 -5.907 -0.541 0.211
H -0.154 -3.332 1.179 0.218
H -0.797 -4.805 1.890 0.210
H -1.789 -3.343 1.848 0.219
H -3.681 -1.619 -2.374 0.217
H -3.044 -2.184 -3.922 0.212
H -1.993 -1.327 -2.806 0.223

***

Entry 2:
71
Properties=species:S:1:pos:R:3:mulliken_charge:R:1 method="wB97M-V/def2-TZVPD" gap_ev=6.7 e_homo_ev=-4.303 e_tot_ha=-1919.47197 multiplicity=1 total_charge=-1
C 2.931 -3.513 -0.911 -0.057
N 2.801 -3.389 -2.150 -0.544
N 2.024 -2.254 -2.366 -0.253
C 1.736 -1.804 -1.207 0.690
S 0.713 -0.392 -1.032 -0.209
C -0.865 -0.952 -1.799 -0.717
C -2.076 -0.734 -0.885 -0.682
B -3.082 -2.013 -1.021 1.213
O -4.061 -1.861 -2.151 -0.646
C -5.245 -2.456 -1.643 -0.162
C -4.816 -3.215 -0.371 -0.649
O -3.881 -2.343 0.187 -0.840
O 2.273 -2.534 -0.222 -0.179
H 3.451 -4.277 -0.376 0.446
H -0.981 -0.508 -2.779 0.303
H -0.770 -2.019 -1.966 0.294
H -2.571 0.176 -1.224 0.251
H -1.773 -0.597 0.149 0.352
H -2.498 -3.091 -1.293 -0.426
H -5.863 -1.605 -1.335 -0.036
H -5.814 -3.053 -2.359 0.313
H -5.638 -3.427 0.314 0.340
H -4.402 -4.179 -0.698 0.261
C 5.515 3.921 -3.163 -0.714
O 5.370 2.542 -2.893 -0.390
C 4.224 2.249 -2.098 -0.378
C 3.079 1.710 -2.924 0.055
O 2.571 2.701 -3.813 -0.411
C 3.018 2.533 -5.144 -0.752
H 6.285 4.031 -3.926 0.246
H 4.586 4.360 -3.533 0.312
H 5.837 4.457 -2.262 0.313
H 3.907 3.135 -1.540 0.330
H 4.524 1.483 -1.375 0.216
H 2.265 1.427 -2.255 -0.098
H 3.387 0.817 -3.474 0.379
H 2.516 1.679 -5.611 0.327
H 4.101 2.387 -5.192 0.320
H 2.761 3.436 -5.698 0.248
C 5.758 -1.313 4.858 -0.708
O 5.527 -1.702 3.518 -0.385
C 4.144 -1.839 3.209 -0.549
C 3.617 -0.648 2.442 -0.060
O 3.620 0.529 3.240 -0.414
C 4.702 1.392 2.951 -0.648
H 6.809 -1.043 4.949 0.242
H 5.146 -0.452 5.140 0.316
H 5.550 -2.145 5.540 0.317
H 3.558 -1.995 4.119 0.338
H 4.042 -2.731 2.584 0.316
H 2.579 -0.845 2.159 0.277
H 4.194 -0.497 1.525 0.156
H 4.544 1.895 1.991 0.223
H 5.654 0.855 2.925 0.327
H 4.746 2.146 3.737 0.253
C -6.365 1.134 -0.267 -0.642
O -6.916 0.199 0.645 -0.420
C -5.925 -0.401 1.477 0.206
C -5.926 0.213 2.859 -0.773
O -5.505 1.575 2.840 -0.373
C -6.580 2.485 2.921 -0.723
H -7.192 1.683 -0.719 0.230
H -5.702 1.843 0.235 0.297
H -5.810 0.619 -1.057 0.269
H -4.939 -0.332 1.019 0.144
H -6.172 -1.461 1.564 0.126
H -5.214 -0.333 3.485 0.380
H -6.918 0.126 3.316 0.348
H -6.998 2.498 3.936 0.312
H -7.371 2.240 2.208 0.318
H -6.195 3.478 2.690 0.235

***

Entry 3:
62
Properties=species:S:1:pos:R:3:nbo_charge:R:1 method="wB97M-V/def2-TZVPD" gap_ev=4.1 e_homo_ev=-1.905 e_tot_ha=-960.39384 multiplicity=1 total_charge=-1
C -2.766 -0.646 -1.928 -0.615
C -2.526 0.865 -2.179 -0.409
C -2.522 1.253 -3.661 -0.390
C -1.146 1.283 -4.329 -0.397
C -0.570 -0.091 -4.714 -0.394
C 0.289 -0.744 -3.636 -0.393
C 1.587 0.033 -3.328 -0.402
C 1.509 0.804 -2.030 -0.401
C 1.543 -0.107 -0.789 -0.411
C 2.629 0.240 0.221 -0.386
C 2.602 1.678 0.752 -0.394
C 1.196 2.247 0.945 -0.789
B 0.302 1.426 1.971 1.071
C -1.271 1.595 1.905 -0.806
C -1.751 2.946 1.336 -0.588
O 0.967 0.578 2.806 -0.723
C 0.317 0.130 4.004 -0.099
C 1.120 -1.017 4.631 -0.073
O 0.655 -2.297 4.313 -0.511
C 0.608 -2.577 2.928 -0.060
C 0.669 -4.070 2.657 -0.643
H -1.978 -1.075 -1.319 0.210
H -3.711 -0.816 -1.435 0.212
H -2.728 -1.182 -2.870 0.199
H -1.612 1.180 -1.684 0.199
H -3.349 1.388 -1.703 0.203
H -3.167 0.596 -4.238 0.192
H -2.936 2.258 -3.744 0.199
H -0.438 1.835 -3.721 0.197
H -1.252 1.856 -5.249 0.197
H -1.402 -0.749 -4.955 0.196
H 0.061 0.050 -5.588 0.194
H -0.252 -0.842 -2.703 0.200
H 0.540 -1.740 -3.990 0.202
H 2.393 -0.695 -3.248 0.200
H 1.827 0.667 -4.180 0.194
H 0.612 1.412 -2.004 0.193
H 2.346 1.495 -1.956 0.202
H 1.756 -1.115 -1.141 0.205
H 0.573 -0.174 -0.296 0.198
H 3.601 0.065 -0.240 0.192
H 2.563 -0.477 1.033 0.217
H 3.183 2.322 0.097 0.188
H 3.099 1.669 1.719 0.211
H 1.263 3.278 1.296 0.235
H 0.654 2.231 0.005 0.215
H -1.787 1.413 2.844 0.224
H -1.623 0.813 1.224 0.237
H -1.509 3.036 0.285 0.202
H -1.319 3.757 1.915 0.195
H -2.828 3.010 1.464 0.202
H 0.269 0.937 4.727 0.172
H -0.675 -0.264 3.815 0.194
H 2.177 -0.871 4.377 0.163
H 1.028 -0.919 5.709 0.191
H 1.463 -2.099 2.440 0.149
H -0.276 -2.157 2.443 0.149
H 0.282 -4.665 3.482 0.287
H 0.033 -4.281 1.800 0.195
H 1.669 -4.371 2.372 0.189
O -1.143 -5.591 5.803 -1.371
H -0.848 -4.714 5.541 0.382

***

Entry 4:
63
Properties=species:S:1:pos:R:3:nbo_charge:R:1 method="wB97M-V/def2-TZVPD" gap_ev=5.7 e_homo_ev=-14.039 e_tot_ha=-1804.71950 multiplicity=1 e_above_lowest_ev=0.000 total_charge=+2
P -0.196 -1.610 -3.077 0.799
P 0.168 1.630 -2.955 0.816
C -0.419 -0.574 -4.636 -0.686
C 0.342 0.742 -4.593 -0.693
H -1.508 -0.421 -4.757 0.235
H -0.046 -1.198 -5.466 0.242
H 1.427 0.604 -4.766 0.238
H -0.062 1.434 -5.351 0.247
C -1.525 2.313 -3.240 -0.933
H -1.764 3.011 -2.424 0.235
H -2.274 1.508 -3.265 0.235
H -1.515 2.851 -4.198 0.253
C 1.190 3.098 -3.319 -0.934
H 0.769 3.621 -4.194 0.249
H 2.218 2.768 -3.535 0.250
H 1.183 3.752 -2.445 0.241
C -1.142 -3.063 -3.658 -0.937
H -1.118 -3.831 -2.873 0.236
H -0.686 -3.447 -4.581 0.244
H -2.181 -2.758 -3.844 0.249
C 1.505 -2.192 -3.522 -0.940
H 2.223 -1.364 -3.481 0.229
H 1.465 -2.603 -4.537 0.251
H 1.804 -2.976 -2.814 0.231
Hf 0.242 -0.757 1.866 2.396
C 0.999 1.365 1.176 -0.322
C -0.381 1.559 1.145 -0.182
C -1.265 1.302 -0.030 -0.513
C -1.959 -0.085 -0.276 -0.470
C -1.238 -1.382 0.005 -0.286
C 0.120 -1.640 -0.287 -0.296
C 1.031 -0.513 -0.728 -0.668
C 1.788 0.499 0.207 -0.542
C 1.931 -1.855 2.494 -1.287
H 1.624 1.861 1.931 0.293
H -0.828 2.153 1.956 0.281
H -0.731 1.580 -0.966 0.266
H -2.095 2.030 -0.008 0.279
H -2.886 -0.095 0.327 0.263
H -2.332 -0.051 -1.323 0.294
H -1.893 -2.237 0.237 0.277
H 0.504 -2.659 -0.368 0.293
H 0.434 0.128 -1.418 0.333
H 1.830 -0.938 -1.349 0.290
H 2.638 -0.007 0.702 0.283
H 2.281 1.180 -0.518 0.329
H 2.836 -1.244 2.646 0.281
H 2.187 -2.628 1.749 0.269
H 1.756 -2.386 3.449 0.297
C -1.782 1.402 5.429 -1.135
Si -0.525 0.031 5.143 1.842
C 1.206 0.771 5.349 -1.135
C -0.775 -1.280 6.457 -1.134
O -0.617 -0.575 3.590 -1.211
H -1.854 1.646 6.501 0.273
H -2.785 1.107 5.096 0.249
H -1.509 2.328 4.909 0.232
H 1.372 1.021 6.410 0.278
H 1.989 0.061 5.039 0.231
H 1.326 1.691 4.757 0.225
H -1.821 -1.597 6.512 0.256
H -0.169 -2.167 6.265 0.244
H -0.504 -0.918 7.457 0.269

***

Entry 5:
72
Properties=species:S:1:pos:R:3:mulliken_charge:R:1 method="wB97M-V/def2-TZVPD" gap_ev=2.4 e_homo_ev=1.594 e_tot_ha=-2008.51686 multiplicity=1 e_above_lowest_ev=3.485 total_charge=-2
N 0.944 0.778 -0.146 0.228
H 1.290 -0.106 0.394 -0.392
H 0.124 1.301 0.167 0.142
H 1.026 0.134 -1.153 0.293
H 1.730 1.227 -0.239 0.486
P 3.460 -1.011 -0.718 0.111
O 3.173 -0.136 -1.835 -0.724
O 3.563 -0.157 0.540 -0.640
O 4.586 -1.919 -1.062 -0.941
O 2.200 -1.752 -0.662 -0.407
O 0.153 -3.340 -4.611 -0.635
C -0.676 -3.357 -3.636 0.493
O -1.767 -4.094 -3.548 -0.232
C -2.178 -4.954 -4.752 -0.429
C -3.708 -5.225 -4.771 -0.884
C -0.502 -2.653 -2.385 -0.501
H -1.561 -5.747 -4.682 0.403
H -1.895 -4.381 -5.841 0.256
H -3.940 -5.471 -5.905 0.276
H -4.165 -4.338 -4.577 0.324
H -3.960 -6.083 -3.985 0.231
H 0.136 -1.897 -2.321 0.361
H -0.149 -3.206 -1.441 0.143
H -1.574 -2.111 -2.046 0.152
O -1.452 -0.651 0.946 -0.574
C -1.456 -1.776 1.306 0.871
O -2.502 -2.404 1.778 -0.365
C -3.857 -1.847 1.872 -0.635
C -4.630 -2.350 3.078 -0.877
C -0.147 -2.626 1.594 -0.716
H -4.487 -1.961 1.007 0.367
H -3.679 -0.865 1.591 0.521
H -5.674 -1.819 3.178 0.304
H -3.941 -2.025 4.082 0.194
H -4.454 -3.534 3.121 0.240
H 0.639 -2.016 1.183 -0.123
H -0.293 -3.606 0.991 0.261
H -0.253 -2.782 2.640 0.466
O 1.377 3.774 -4.200 -0.589
C 1.370 3.855 -2.989 0.622
O 0.292 3.885 -2.155 -0.052
C -1.069 3.906 -2.786 -0.156
C -2.037 4.128 -1.686 -1.129
C 2.611 3.748 -2.192 -0.727
H -1.105 2.859 -3.112 0.333
H -1.417 4.819 -3.508 0.180
H -1.758 3.395 -0.778 0.123
H -3.025 3.738 -2.024 0.345
H -2.025 4.984 -1.257 0.444
H 2.851 2.807 -1.967 0.232
H 2.521 4.250 -1.250 0.049
H 3.510 4.288 -2.643 0.299
C 2.212 -0.207 3.681 -0.651
C 2.274 -0.715 5.127 0.541
O 1.265 -0.415 5.918 -0.645
C 3.650 -1.379 5.614 -1.144
H 3.124 0.141 3.321 0.464
H 1.569 0.649 3.633 0.282
H 1.924 -1.145 3.073 0.159
H 4.470 -0.681 6.064 0.251
H 4.063 -1.985 4.904 0.392
H 3.463 -1.886 6.554 0.368
C 0.530 5.273 1.150 -1.475
C 0.489 3.827 1.527 1.138
O -0.697 3.167 1.341 -0.615
C 1.762 3.172 1.915 -0.713
H 0.943 5.804 1.834 0.755
H -0.569 5.727 1.074 0.199
H 1.143 5.606 0.277 0.183
H 2.583 3.575 1.243 0.373
H 1.615 2.097 2.269 -0.403
H 1.999 3.717 2.892 0.516

***

Entry 6:
64
Properties=species:S:1:pos:R:3:nbo_charge:R:1 method="wB97M-V/def2-TZVPD" gap_ev="4.6 / 4.9" e_homo_ev="0.285 / -0.001" e_tot_ha=-2288.17436 multiplicity=1 e_above_lowest_ev=1.001 total_charge=-2
Pd 0.226 0.068 0.264 0.676
C -1.580 -1.883 4.476 -0.640
C -0.951 -1.640 3.121 -0.223
S 0.154 -0.312 3.075 -0.342
C -1.264 -2.413 2.056 -0.224
C -2.265 -3.539 2.121 -0.638
S -0.590 -2.236 0.454 -0.424
H -1.167 -1.165 5.179 0.216
H -1.373 -2.890 4.848 0.187
H -2.665 -1.754 4.438 0.192
H -2.414 -3.906 3.137 0.184
H -1.912 -4.358 1.494 0.212
H -3.228 -3.206 1.726 0.197
C 0.499 3.302 -1.936 -1.110
Si -0.346 1.800 -2.798 1.685
C 0.048 2.233 -4.645 -1.108
C -2.258 2.099 -2.859 -1.100
C 0.141 0.130 -2.154 -1.541
Si 1.739 -0.644 -2.781 1.653
C 1.836 -2.513 -2.333 -1.110
C 1.772 -0.746 -4.730 -1.101
C 3.267 0.243 -2.226 -1.279
H -0.092 4.216 -1.998 0.209
H 1.465 3.507 -2.389 0.220
H 0.671 3.085 -0.888 0.235
H -0.350 3.207 -4.919 0.204
H -0.381 1.500 -5.322 0.213
H 1.118 2.258 -4.823 0.217
H -2.516 3.153 -2.776 0.210
H -2.758 1.574 -2.053 0.227
H -2.675 1.729 -3.794 0.211
H -0.690 -0.585 -2.196 0.255
H 1.279 -3.123 -3.042 0.209
H 1.406 -2.672 -1.352 0.249
H 2.862 -2.878 -2.315 0.209
H 0.862 -1.192 -5.122 0.195
H 2.611 -1.338 -5.089 0.206
H 1.866 0.238 -5.172 0.210
H 2.796 0.453 -0.460 0.242
H 3.374 1.297 -2.446 0.195
H 4.214 -0.259 -2.081 0.198
C 3.080 -1.800 1.018 -0.270
O 3.294 -0.460 1.350 -0.541
C 2.461 0.450 0.641 0.114
C 2.669 1.798 1.307 -0.695
H 3.624 -2.404 1.752 0.163
H 3.448 -2.015 0.003 0.172
H 2.005 -2.041 1.060 0.229
H 3.740 2.023 1.431 0.201
H 2.218 1.768 2.298 0.230
H 2.211 2.593 0.722 0.213
C -3.415 0.155 0.548 -0.618
C -2.726 1.235 1.383 -0.276
C -3.655 2.462 1.500 -0.597
C -1.386 1.642 0.792 -0.542
H -4.317 -0.214 1.045 0.177
H -2.723 -0.673 0.401 0.255
H -3.698 0.539 -0.433 0.181
H -2.559 0.832 2.392 0.212
H -3.804 2.908 0.516 0.191
H -3.216 3.216 2.152 0.193
H -4.632 2.185 1.904 0.184
H -0.855 2.297 1.501 0.184
H -1.544 2.186 -0.147 0.162

***

Entry 7:
94
Properties=species:S:1:pos:R:3:mulliken_charge:R:1 method="wB97M-V/def2-TZVPD" gap_ev=10.3 e_homo_ev=-10.061 e_tot_ha=-13100.66404 multiplicity=1 e_above_lowest_ev=0.000
O -0.512 -5.720 -2.855 -0.639
S -1.468 -5.800 -3.909 1.271
O -2.767 -5.256 -3.710 -0.535
O -0.824 -5.189 -5.216 -0.390
C -0.056 -3.981 -5.076 -0.179
C -0.610 -2.902 -4.117 -0.391
C -1.606 -7.456 -4.495 -1.122
H -0.075 -3.520 -6.062 0.251
H 0.980 -4.172 -4.813 0.014
H -0.618 -1.932 -4.614 0.405
H 0.085 -2.786 -3.283 0.274
H -1.609 -3.083 -3.725 0.085
H -0.648 -7.941 -4.330 0.361
H -1.805 -7.411 -5.561 0.324
H -2.402 -7.920 -3.920 0.366
O 6.743 2.952 1.066 -0.671
S 5.683 2.663 1.981 1.207
O 5.668 1.420 2.683 -0.603
O 5.583 3.822 3.039 -0.271
C 6.283 5.084 2.771 -0.233
C 6.336 5.871 4.066 -1.131
C 4.165 2.818 1.126 -0.691
H 5.686 5.604 2.021 0.291
H 7.251 4.846 2.344 0.375
H 5.490 6.540 4.169 0.291
H 7.303 6.361 4.173 0.348
H 6.346 5.178 4.912 0.315
H 3.346 2.760 1.844 -0.052
H 4.104 2.022 0.391 0.362
H 4.108 3.830 0.728 0.467
O -3.629 -3.146 -2.935 -0.588
S -3.254 -2.380 -1.798 1.134
O -3.358 -0.954 -1.840 -0.610
O -4.086 -2.878 -0.526 -0.309
C -5.473 -2.507 -0.522 -0.342
C -6.109 -3.075 0.731 -1.155
C -1.682 -2.917 -1.223 -0.190
H -6.008 -2.780 -1.433 0.493
H -5.563 -1.413 -0.487 0.295
H -6.135 -4.163 0.682 0.363
H -7.121 -2.691 0.838 0.385
H -5.524 -2.759 1.595 0.176
H -0.942 -2.341 -1.775 -0.430
H -1.582 -3.980 -1.423 0.334
H -1.671 -2.743 -0.151 0.428
C 3.870 -2.544 -4.325 0.172
Br 3.673 -4.377 -3.822 -0.035
Br 3.067 -2.154 -6.027 -0.046
Br 5.750 -2.153 -4.331 -0.047
H 3.358 -1.945 -3.584 -0.078
C -0.746 3.500 2.668 0.368
C -1.532 4.807 2.666 -0.415
O -0.649 5.877 2.256 -0.385
S 0.501 5.228 1.385 1.027
O 1.707 5.909 1.608 -0.557
O 0.067 4.981 0.069 -0.509
O 0.561 3.847 2.179 -0.145
H -1.265 2.836 1.981 -0.323
H -0.580 3.051 3.641 0.387
H -1.977 5.132 3.602 0.315
H -2.342 4.781 1.938 0.265
C -0.392 2.487 -2.361 -0.622
C -0.956 1.684 -1.212 0.338
O -0.258 0.428 -1.298 -0.312
S 1.191 0.608 -1.916 1.002
O 1.262 -0.279 -3.007 -0.422
O 2.183 0.587 -0.903 -0.497
O 1.003 2.113 -2.398 -0.369
H -0.467 3.551 -2.159 0.367
H -0.801 2.172 -3.320 0.370
H -2.037 1.576 -1.207 0.428
H -0.644 2.080 -0.239 -0.292
C -3.486 -0.288 2.758 -0.352
C -3.194 -0.162 1.279 2.090
O -3.860 1.034 0.797 -0.147
S -4.631 1.701 2.012 1.007
O -5.864 2.213 1.602 -0.600
O -3.680 2.534 2.663 -0.499
O -4.794 0.377 2.852 -0.435
H -2.849 0.214 3.478 0.295
H -3.650 -1.319 3.055 0.420
H -3.677 -0.976 0.747 -1.151
H -2.148 -0.120 0.989 -0.660
C 2.758 -1.067 3.520 -0.432
C 2.391 0.419 3.553 0.178
O 1.390 0.617 2.540 -0.114
S 0.549 -0.708 2.409 1.020
O 0.091 -0.925 1.104 -0.281
O -0.373 -0.731 3.476 -0.696
O 1.718 -1.705 2.747 -0.362
H 2.827 -1.540 4.494 0.306
H 3.667 -1.179 2.933 0.315
H 3.236 1.033 3.257 -0.267
H 2.005 0.822 4.490 0.298